Molecular formula: C24H29N7O2Ti
Method: DFT, ωB97M-V/def2-TZVPD

The value obtained for the total energy is -2315.1611 hartree. The net charge is 0. As for the HOMO energy (spin up / spin down): -0.179 / -0.179 Ha.

Geometry as XYZ:
```
63
Properties=species:S:1:pos:R:3:forces:R:3
Ti -0.210 -0.145 -0.677 0.3 -0.2 0.3
N -2.377 -0.487 0.054 0.2 0.0 -0.1
C -3.341 -0.722 -1.033 0.0 0.0 -0.1
C -2.749 -1.705 -2.034 0.0 0.0 0.0
N -1.392 -1.297 -2.408 0.1 0.2 0.1
C -1.113 -0.810 -3.761 0.0 0.0 0.0
C -0.274 0.462 -3.686 0.0 0.0 0.0
N 0.786 0.290 -2.674 -0.1 0.0 0.1
H -2.686 0.282 0.639 0.1 0.0 0.0
H -2.280 -1.309 0.642 0.0 0.0 0.0
H -4.302 -1.094 -0.666 0.0 0.0 0.0
H -3.527 0.234 -1.520 0.0 0.0 0.0
H -2.703 -2.698 -1.583 0.0 0.0 0.0
H -3.400 -1.780 -2.908 0.0 0.0 0.0
H -0.737 -2.023 -2.139 0.0 0.0 0.0
H -0.583 -1.573 -4.340 0.0 0.0 0.0
H -2.045 -0.602 -4.290 0.0 0.0 0.0
H 0.123 0.718 -4.671 0.0 0.0 0.0
H -0.893 1.294 -3.349 0.0 0.0 0.0
H 1.469 -0.405 -2.957 0.0 0.0 0.0
H 1.284 1.163 -2.536 0.0 0.0 0.0
O -1.176 6.418 2.253 0.0 0.0 0.0
N -0.141 5.865 2.576 0.0 0.0 0.1
O 0.633 6.325 3.398 0.0 0.0 -0.1
C 0.187 4.566 1.955 0.0 0.1 0.1
C 1.319 3.989 2.415 -0.1 0.0 -0.1
C 1.750 2.718 1.931 0.2 -0.1 0.0
C 2.865 2.078 2.403 -0.1 0.3 0.1
C 3.178 0.803 1.885 -0.2 -0.3 -0.3
C 2.341 0.222 0.970 0.4 -0.1 0.3
N 1.210 0.796 0.480 -0.8 0.1 -0.1
C 0.949 2.105 0.925 -0.1 0.0 -0.1
C -0.175 2.705 0.422 0.2 -0.1 0.2
N -0.867 1.956 -0.533 0.1 -0.5 0.1
C -1.991 2.539 -1.044 0.0 0.0 0.0
C -2.485 3.732 -0.629 0.0 0.0 -0.1
C -1.824 4.467 0.396 0.1 0.0 0.1
C -0.663 3.967 0.927 -0.1 0.2 -0.2
H 1.895 4.496 3.174 0.0 0.0 0.0
H 3.476 2.548 3.164 0.0 0.0 0.0
H 4.043 0.249 2.218 0.0 0.0 0.0
H 2.546 -0.778 0.611 0.0 0.0 0.0
H -2.492 1.993 -1.837 0.0 0.0 0.0
H -3.380 4.129 -1.088 0.0 0.0 0.0
H -2.236 5.401 0.731 0.0 0.0 0.0
C -0.109 -1.809 2.700 0.0 0.0 0.0
C 0.707 -2.842 1.974 0.0 0.0 0.0
C 1.251 -3.909 2.673 0.0 0.0 0.0
C 1.988 -4.896 2.033 0.0 0.0 0.0
C 2.188 -4.805 0.666 0.0 0.0 0.0
C 1.662 -3.752 -0.071 0.0 0.0 0.0
C 1.896 -3.690 -1.556 0.0 0.0 0.0
C 0.900 -2.753 0.576 0.0 -0.1 0.0
N 0.356 -1.720 -0.146 -0.2 0.5 -0.3
H 0.133 -1.804 3.763 0.0 0.0 0.0
H -1.181 -2.021 2.615 0.0 0.0 0.0
H 0.058 -0.808 2.302 0.0 0.0 0.0
H 1.097 -3.963 3.745 0.0 0.0 0.0
H 2.408 -5.718 2.598 0.0 0.0 0.0
H 2.772 -5.564 0.155 0.0 0.0 0.0
H 1.191 -4.327 -2.101 0.0 0.0 0.0
H 2.900 -4.032 -1.810 0.0 0.0 0.0
H 1.775 -2.670 -1.922 0.0 0.0 0.0
```
Positions in Å, forces in eV/Å.

Atom charges from the Mulliken analysis, given in e for atoms 1 to 5: atom 1 (Ti): -0.2339, atom 2 (N): -0.3209, atom 3 (C): -0.6421, atom 4 (C): -0.8117, atom 5 (N): 0.0610

***

Molecular formula: C24H29NO3S
Method: DFT, ωB97M-V/def2-TZVPD

The energy above the lowest of the compared OMol25 structures with the same formula, charge and spin is 0.0 kcal per mole. The value obtained for the total energy is -1610.4573 hartree. The net charge is 0. As for the HOMO energy: -0.219 Ha.

Geometry as XYZ:
```
58
Properties=species:S:1:pos:R:3:forces:R:3
C -5.157 -1.399 -2.891 -0.2 -0.1 0.3
C -5.013 0.115 -3.023 0.3 0.1 -0.4
C -4.017 0.731 -2.041 -0.5 0.2 0.3
N -2.768 -0.027 -1.955 0.9 0.9 0.1
C -1.604 0.614 -1.868 -0.3 -0.6 0.0
C -0.350 -0.030 -1.848 1.0 0.2 0.1
C 0.823 0.606 -1.446 -1.5 -0.2 -1.2
C 2.129 0.034 -1.654 1.3 -0.6 -0.2
C 3.310 0.807 -1.461 -0.6 -0.1 -0.3
C 4.569 0.231 -1.557 0.1 -0.2 -0.1
C 4.705 -1.126 -1.877 -0.4 0.1 0.1
C 3.560 -1.887 -2.152 0.1 0.1 0.0
C 2.298 -1.313 -2.067 -0.1 0.5 0.3
C -2.918 -1.453 -1.685 -0.2 -0.6 0.1
C -3.832 -2.126 -2.709 0.3 0.1 -0.2
H -5.809 -1.623 -2.038 0.0 0.0 0.0
H -5.649 -1.787 -3.786 -0.1 0.0 0.1
H -4.696 0.367 -4.041 0.0 -0.1 0.1
H -5.986 0.592 -2.868 0.1 0.0 0.0
H -3.780 1.759 -2.342 0.0 -0.3 0.2
H -4.480 0.764 -1.040 0.3 0.0 -0.2
H -1.647 1.712 -1.886 -0.1 -0.5 0.2
H -0.307 -1.067 -2.207 0.0 0.6 0.4
H 0.740 1.623 -1.051 0.2 -0.3 0.0
H 3.223 1.881 -1.295 0.0 -0.3 0.3
H 5.452 0.843 -1.370 -0.3 -0.2 -0.1
H 5.693 -1.590 -1.915 -0.3 0.2 0.0
H 3.647 -2.938 -2.428 0.0 0.3 0.0
H 1.418 -1.905 -2.317 0.4 0.0 0.2
H -1.940 -1.943 -1.679 -0.3 0.2 0.2
H -3.367 -1.568 -0.681 0.3 0.2 -0.2
H -4.010 -3.153 -2.378 0.0 0.1 -0.1
H -3.301 -2.183 -3.668 0.0 0.0 0.1
C -3.524 1.060 3.246 -0.1 -0.3 0.1
C -2.601 0.855 2.069 1.1 0.4 0.2
O -1.314 1.419 2.440 -1.4 -0.6 -0.2
C -0.202 0.953 1.790 2.4 1.5 -0.1
C 0.865 1.928 1.894 -2.5 -0.4 0.7
S 2.371 1.665 1.246 0.3 -1.8 -1.0
C 3.323 0.698 2.430 0.4 -0.1 0.8
C 3.521 -0.677 2.235 0.0 0.6 0.1
C 4.321 -1.394 3.131 -0.1 0.1 0.0
C 4.912 -0.756 4.224 -0.1 0.0 -0.2
C 4.686 0.606 4.420 -0.1 0.4 0.0
C 3.897 1.335 3.531 0.1 -0.3 0.1
O 3.105 2.948 1.086 0.4 0.8 0.1
O -0.150 -0.143 1.225 -0.6 -0.2 -0.1
H -4.552 0.930 2.908 -0.1 0.0 0.1
H -3.324 0.303 4.010 0.0 0.2 0.0
H -3.414 2.054 3.688 0.0 -0.1 -0.2
H -2.491 -0.211 1.829 0.0 0.3 -0.1
H -2.963 1.412 1.188 0.1 -0.2 0.1
H 0.665 2.853 2.424 0.2 -0.1 0.1
H 3.047 -1.160 1.381 0.1 0.0 0.1
H 4.482 -2.458 2.966 0.0 0.2 0.1
H 5.555 -1.314 4.913 -0.3 0.2 -0.3
H 5.128 1.130 5.269 -0.1 -0.2 -0.2
H 3.723 2.402 3.680 0.1 -0.2 -0.1
```
Positions in Å, forces in eV/Å.

Atom charges from the Mulliken analysis, given in e for atoms 1 to 5: atom 1 (C): -0.6373, atom 2 (C): -0.7380, atom 3 (C): -0.7452, atom 4 (N): 0.2795, atom 5 (C): 0.0031

***

Molecular formula: C24H29NO5
Method: DFT, ωB97M-V/def2-TZVPD

The energy above the lowest of the compared OMol25 structures with the same formula, charge and spin is 0.0 kcal per mole. The value obtained for the total energy is -1362.8933 hartree. The net charge is 0. As for the SMILES: CCOC(=O)C1(CCOc2ccccc2)CCN(Cc2cccc3c2OCO3)CC1. As for the HOMO energy: -0.297 Ha.

Geometry as XYZ:
```
59
Properties=species:S:1:pos:R:3:forces:R:3
C -3.077 -2.523 0.738 0.2 0.4 0.0
C -2.552 -1.323 1.505 -0.4 -0.2 0.4
O -1.662 -0.595 0.658 0.1 -0.2 -0.3
C -1.329 0.634 1.059 0.2 0.2 0.2
O -1.724 1.126 2.083 0.0 0.0 0.1
C -0.390 1.333 0.075 0.0 0.2 -0.1
C -1.258 2.163 -0.895 -0.3 -0.3 0.1
C -2.424 1.389 -1.503 0.3 0.2 -0.4
O -3.445 1.337 -0.529 -0.2 0.0 0.2
C -4.514 0.521 -0.723 -0.2 -0.1 0.1
C -5.431 0.470 0.330 0.2 0.1 -0.1
C -6.543 -0.341 0.247 0.0 0.0 0.0
C -6.766 -1.110 -0.885 -0.1 -0.1 -0.1
C -5.867 -1.051 -1.933 -0.1 -0.1 0.0
C -4.744 -0.241 -1.863 0.3 0.2 -0.1
C 0.494 0.338 -0.683 -0.1 -0.2 0.2
C 1.477 -0.353 0.257 0.0 0.0 -0.3
N 2.320 0.630 0.906 0.1 0.0 0.1
C 3.399 0.014 1.661 0.0 0.1 -0.1
C 4.381 -0.648 0.738 0.1 0.3 0.0
C 4.515 -2.035 0.635 0.1 0.0 0.0
C 5.408 -2.625 -0.239 0.0 -0.1 0.0
C 6.223 -1.860 -1.070 0.1 0.3 -0.1
C 6.095 -0.496 -0.973 -0.4 0.1 0.4
C 5.195 0.098 -0.089 0.3 -0.5 -0.3
O 5.292 1.461 -0.187 -0.3 -0.2 0.3
C 6.263 1.709 -1.178 0.4 1.1 -0.4
O 6.771 0.482 -1.657 0.0 -0.5 0.0
C 1.515 1.515 1.725 0.0 0.3 0.0
C 0.525 2.284 0.857 -0.1 -0.2 0.3
H -3.727 -3.108 1.382 -0.1 -0.1 0.1
H -2.251 -3.145 0.403 0.0 -0.1 0.0
H -3.645 -2.194 -0.128 -0.1 0.0 -0.1
H -3.366 -0.661 1.815 0.2 -0.1 0.0
H -2.002 -1.636 2.401 -0.1 0.1 -0.1
H -0.621 2.543 -1.695 0.0 0.0 0.0
H -1.678 3.011 -0.352 0.0 0.1 0.0
H -2.794 1.909 -2.399 0.0 -0.1 0.1
H -2.110 0.378 -1.787 -0.1 0.1 0.0
H -5.241 1.078 1.200 0.0 0.1 0.1
H -7.242 -0.373 1.070 -0.1 0.0 0.1
H -7.635 -1.746 -0.949 -0.1 -0.1 0.0
H -6.035 -1.641 -2.823 0.0 0.0 -0.1
H -4.065 -0.210 -2.700 0.1 0.0 0.0
H -0.109 -0.417 -1.186 0.0 0.0 -0.1
H 1.067 0.887 -1.433 0.0 0.0 0.0
H 2.116 -1.027 -0.320 -0.1 0.0 0.1
H 0.922 -0.959 0.998 0.1 0.0 0.0
H 3.022 -0.722 2.393 0.1 0.1 0.0
H 3.913 0.812 2.204 -0.1 -0.1 0.1
H 3.899 -2.659 1.266 -0.1 -0.1 0.1
H 5.479 -3.700 -0.283 0.0 -0.1 0.0
H 6.922 -2.308 -1.755 0.1 -0.1 -0.1
H 5.807 2.268 -2.012 0.0 -0.2 0.2
H 7.085 2.306 -0.751 -0.2 -0.2 0.0
H 2.181 2.224 2.223 0.0 -0.1 0.0
H 0.963 0.958 2.505 0.1 0.0 0.0
H -0.080 2.929 1.494 0.0 0.0 -0.1
H 1.081 2.900 0.149 0.0 0.0 -0.1
```
Positions in Å, forces in eV/Å.

Atom charges from the Mulliken analysis, given in e for atoms 1 to 5: atom 1 (C): -1.0305, atom 2 (C): -0.3900, atom 3 (O): -0.1257, atom 4 (C): -0.0123, atom 5 (O): -0.6288

***

Molecular formula: C24H30AgN6O3S
Method: DFT, ωB97M-V/def2-TZVPD

The energy above the lowest of the compared OMol25 structures with the same formula, charge and spin is 12.2 kcal per mole. The value obtained for the total energy is -2031.8255 hartree. The net charge is +1. As for the HOMO energy: -0.396 Ha.

Geometry as XYZ:
```
65
Properties=species:S:1:pos:R:3:forces:R:3
Ag -0.391 -1.213 0.119 -0.1 -0.1 0.1
N -1.604 1.562 -2.781 0.0 0.0 0.0
C -2.185 0.512 -1.939 0.0 0.0 0.0
C -3.088 1.113 -0.873 0.0 0.0 0.0
C -3.486 0.078 0.176 0.0 0.0 0.0
N -2.328 -0.235 1.038 0.1 0.1 0.1
C -4.048 -1.185 -0.485 0.0 0.0 0.0
C -3.271 -1.735 -1.686 0.0 0.0 0.0
N -2.044 -2.457 -1.262 0.0 0.0 0.0
C -2.907 -0.614 -2.664 0.0 0.0 0.0
H -0.121 1.855 -1.607 0.0 0.0 0.1
H -2.312 2.208 -3.115 0.0 0.0 0.0
H -1.163 1.159 -3.602 0.0 0.0 0.0
H -1.335 0.051 -1.437 0.1 0.1 0.0
H -3.995 1.506 -1.346 0.0 0.0 0.0
H -2.596 1.955 -0.381 0.0 0.0 0.0
H -4.284 0.507 0.790 0.0 0.0 0.0
H -2.614 -0.902 1.747 0.0 0.0 0.0
H -2.016 0.594 1.549 0.0 0.0 0.0
H -5.053 -0.945 -0.840 0.0 0.0 0.0
H -4.178 -1.971 0.266 0.0 0.0 0.0
H -3.936 -2.432 -2.205 0.0 0.0 0.0
H -1.632 -2.904 -2.075 0.0 0.0 0.0
H -2.308 -3.219 -0.643 0.0 0.0 0.0
H -3.821 -0.238 -3.133 0.0 0.0 0.0
H -2.279 -1.016 -3.466 0.0 0.0 0.0
C 3.074 -1.794 -2.211 0.0 0.0 0.0
C 1.711 -1.477 -2.134 0.1 0.0 0.1
N 1.253 -0.371 -1.574 -0.1 0.1 -0.2
C 2.153 0.509 -1.078 0.0 0.0 0.0
C 3.530 0.245 -1.026 0.0 0.0 0.0
C 3.979 -0.942 -1.633 0.0 0.0 0.0
C 4.404 1.142 -0.328 0.0 0.0 0.0
C 3.913 2.221 0.319 0.0 0.0 0.0
C 2.517 2.542 0.255 -0.1 0.1 0.0
C 1.938 3.617 0.963 0.1 -0.6 0.4
C 0.570 3.754 0.963 0.5 1.8 -1.2
C -0.086 3.237 -0.146 -0.2 -0.6 0.3
N 0.423 2.201 -0.795 0.1 0.1 -0.1
C 1.681 1.747 -0.524 -0.1 -0.1 0.0
H 3.389 -2.710 -2.690 0.0 0.0 0.0
H 0.968 -2.162 -2.526 0.0 0.0 0.0
H 5.037 -1.175 -1.630 0.0 0.0 0.0
H 5.461 0.912 -0.294 0.0 0.0 0.0
H 4.560 2.868 0.896 0.0 0.0 0.0
H 2.559 4.255 1.577 0.0 -0.1 0.1
H 0.114 4.589 1.470 -0.1 -0.2 0.3
H -1.027 3.622 -0.510 -0.1 -0.1 0.1
N 1.300 -3.919 1.296 0.0 0.0 0.0
C 1.189 -2.647 1.865 -0.1 0.0 0.0
C 0.065 -2.309 2.636 0.0 -0.1 0.0
C -0.055 -1.042 3.184 -0.1 0.0 0.0
C 0.896 -0.068 2.930 0.0 0.0 0.1
C 2.019 -0.393 2.185 0.0 0.0 0.0
C 2.170 -1.669 1.656 0.0 0.0 -0.1
S 0.562 1.594 3.486 0.1 0.1 0.0
O -0.137 1.441 4.735 0.1 0.0 0.0
O -0.298 2.126 2.405 -0.4 -0.4 0.0
O 1.852 2.263 3.511 -0.1 -0.1 0.0
H 0.836 -4.652 1.810 0.0 0.0 0.0
H 2.239 -4.185 1.045 0.0 0.0 0.0
H -0.697 -3.055 2.836 0.1 -0.1 0.0
H -0.903 -0.788 3.809 0.0 0.0 0.0
H 2.784 0.359 2.036 0.0 0.0 0.0
H 3.056 -1.922 1.084 0.0 0.0 0.0
```
Positions in Å, forces in eV/Å.

Atom charges from the Mulliken analysis, given in e for atoms 1 to 5: atom 1 (Ag): 0.7617, atom 2 (N): -0.6291, atom 3 (C): 3.6876, atom 4 (C): -1.1895, atom 5 (C): 0.0850

***

Question: total energy of number 3 (C24H29NO5)?
Answer: -1362.8933 hartree